Record 1
# C31H72ClN2O8S7

8 unconnected molecules or ions with the total composition C31H72ClN2O8S7 (wB97M-V/def2-TZVPD, the Open Molecules 2025 dataset).

Atoms and positions in Å:
C -3.49 0.13 -2.74
C -2.86 -0.08 -1.37
C -1.32 0.13 -1.43
C -0.62 -0.63 -0.36
C -0.01 -1.88 -0.58
C 0.06 -2.60 -1.92
Cl -1.54 -2.96 -2.59
C 1.05 -1.86 -2.88
C 0.54 -1.54 -4.28
C 0.60 -2.49 0.49
C 0.61 -1.87 1.75
C 1.27 -2.55 2.94
C 2.22 -3.65 2.49
C 2.02 -1.55 3.86
C 1.04 -0.89 4.86
N 0.05 -0.69 1.93
N -0.53 -0.13 0.87
C -1.12 1.23 1.13
O -0.43 2.22 0.46
C 0.84 2.56 1.05
C 0.74 3.82 1.92
H -4.51 -0.24 -2.75
H -2.95 -0.38 -3.53
H -3.53 1.19 -2.97
H -3.31 0.56 -0.62
H -3.03 -1.11 -1.06
H -0.98 -0.23 -2.39
H -1.08 1.19 -1.38
H 0.49 -3.57 -1.69
H 1.91 -2.51 -3.00
H 1.42 -0.98 -2.38
H 1.21 -0.79 -4.70
H 0.63 -2.39 -4.95
H -0.45 -1.11 -4.31
H 1.07 -3.45 0.36
H 0.46 -3.02 3.51
H 2.97 -3.29 1.79
H 1.69 -4.47 2.01
H 2.73 -4.08 3.35
H 2.53 -0.83 3.23
H 2.72 -2.14 4.44
H 0.15 -1.49 5.00
H 1.51 -0.73 5.82
H 0.74 0.06 4.43
H -1.13 1.42 2.20
H -2.15 1.25 0.80
H 1.49 2.79 0.21
H 1.29 1.73 1.58
H 1.32 4.62 1.46
H -0.29 4.15 2.01
H 1.13 3.64 2.91
C -1.24 -5.84 2.20
S -2.02 -4.26 1.85
O -3.11 -4.08 2.84
C -2.76 -4.75 0.29
H -0.74 -5.77 3.17
H -2.00 -6.62 2.24
H -0.51 -6.07 1.43
H -3.42 -5.60 0.45
H -1.98 -4.99 -0.42
H -3.34 -3.90 -0.08
C 4.79 4.01 -0.64
S 4.43 5.61 0.09
O 3.21 5.44 0.92
C 3.91 6.40 -1.44
H 5.10 3.34 0.16
H 3.90 3.62 -1.14
H 5.61 4.11 -1.36
H 3.08 5.85 -1.87
H 4.75 6.44 -2.13
H 3.60 7.42 -1.19
C -2.12 1.44 6.67
S -2.59 0.96 5.01
O -2.18 2.07 4.10
C -4.36 1.09 5.29
H -1.03 1.47 6.72
H -2.53 2.43 6.90
H -2.50 0.70 7.38
H -4.60 2.10 5.61
H -4.66 0.36 6.04
H -4.86 0.87 4.35
C -7.10 1.15 -6.38
S -7.15 1.91 -4.76
O -5.74 2.08 -4.31
C -7.81 0.48 -3.89
H -6.67 1.87 -7.08
H -6.48 0.25 -6.35
H -8.12 0.90 -6.69
H -7.14 -0.37 -4.03
H -8.80 0.25 -4.28
H -7.88 0.74 -2.84
C -1.79 4.24 -2.32
S -0.60 3.84 -3.60
O -0.01 5.12 -4.07
C -1.81 3.33 -4.83
H -1.24 4.63 -1.46
H -2.49 4.99 -2.69
H -2.33 3.34 -2.03
H -2.50 4.14 -5.03
H -2.35 2.45 -4.47
H -1.27 3.07 -5.74
C 4.04 -2.11 -6.83
S 3.86 -2.47 -5.08
O 4.85 -1.64 -4.35
C 4.51 -4.14 -5.16
H 3.73 -1.08 -7.00
H 5.09 -2.23 -7.12
H 3.41 -2.79 -7.41
H 5.52 -4.12 -5.56
H 3.86 -4.75 -5.79
H 4.52 -4.54 -4.15
C 5.32 0.31 7.90
S 4.26 -0.20 6.54
O 3.61 -1.48 6.94
C 5.60 -0.62 5.41
H 4.68 0.57 8.74
H 5.97 -0.52 8.19
H 5.90 1.17 7.60
H 6.23 -1.38 5.86
H 6.18 0.28 5.19
H 5.15 -1.00 4.50

M, g mol⁻¹: 860.85
Charge: +1
Highest occupied orbital energy, eV: -10.5
Lowest unoccupied orbital energy, Eh: -0.1271
E, eV: -141032.5273

Record 2
# C31H72FNO12S2

5 unconnected molecules or ions with the total composition C31H72FNO12S2 (wB97M-V/def2-TZVPD, the Open Molecules 2025 dataset).

Atoms and positions in Å:
C -0.83 4.85 1.12
C 0.05 5.62 0.12
C -0.02 5.19 -1.35
C -0.98 5.99 -2.26
C -2.42 5.47 -2.48
C -2.97 4.48 -1.45
C -4.38 3.97 -1.80
C -4.58 2.50 -1.42
C -4.27 2.20 0.04
C -3.95 0.73 0.39
C -3.03 0.02 -0.61
C -1.99 -0.92 0.03
C -0.57 -0.48 -0.35
C -0.27 -0.95 -1.78
N 0.76 -0.15 -2.55
S 2.14 0.25 -1.65
C 3.43 0.40 -2.85
O 1.96 1.51 -1.01
O 2.39 -0.93 -0.89
S -0.01 0.99 -3.49
O -0.77 0.30 -4.47
O -0.55 2.06 -2.74
F 1.27 1.54 -4.21
H -1.75 5.39 1.35
H -1.12 3.87 0.73
H -0.31 4.70 2.07
H -0.20 6.69 0.19
H 1.09 5.55 0.45
H -0.23 4.12 -1.42
H 0.99 5.31 -1.77
H -0.52 6.06 -3.25
H -1.02 7.02 -1.89
H -2.48 5.00 -3.47
H -3.10 6.32 -2.52
H -2.99 4.97 -0.48
H -2.29 3.63 -1.36
H -4.53 4.07 -2.88
H -5.14 4.59 -1.32
H -3.96 1.90 -2.09
H -5.62 2.21 -1.63
H -3.42 2.81 0.37
H -5.12 2.52 0.65
H -4.88 0.17 0.52
H -3.46 0.73 1.37
H -2.50 0.77 -1.19
H -3.65 -0.53 -1.33
H -2.08 -0.92 1.11
H -2.14 -1.95 -0.29
H -0.51 0.61 -0.30
H 0.18 -0.88 0.34
H -1.18 -0.87 -2.38
H 0.04 -1.99 -1.81
H 3.45 1.41 -3.24
H 3.31 -0.34 -3.63
H 4.33 0.21 -2.27
C 5.95 -4.80 -0.76
O 4.98 -5.64 -1.36
C 4.41 -6.58 -0.47
C 3.04 -6.16 0.01
O 3.08 -4.99 0.80
C 2.71 -3.82 0.11
H 6.22 -4.05 -1.50
H 5.56 -4.30 0.13
H 6.84 -5.37 -0.49
H 5.07 -6.72 0.40
H 4.33 -7.53 -0.99
H 2.61 -6.97 0.61
H 2.38 -6.01 -0.86
H 1.64 -3.83 -0.14
H 3.28 -3.69 -0.81
H 2.90 -2.97 0.77
C 1.32 2.98 5.71
O 2.34 2.03 5.50
C 1.89 0.69 5.52
C 1.73 0.12 4.13
O 0.69 0.77 3.41
C 1.17 1.72 2.47
H 1.76 3.97 5.55
H 0.49 2.85 5.01
H 0.93 2.93 6.73
H 0.93 0.62 6.06
H 2.63 0.10 6.07
H 1.47 -0.94 4.21
H 2.67 0.20 3.59
H 1.68 1.22 1.64
H 1.84 2.44 2.94
H 0.30 2.24 2.08
C -9.70 4.48 -0.46
O -10.12 5.61 -1.20
C -9.18 6.67 -1.21
C -8.39 6.72 -2.51
O -7.57 5.57 -2.66
C -8.09 4.61 -3.56
H -10.45 3.70 -0.62
H -8.73 4.12 -0.79
H -9.66 4.71 0.61
H -8.48 6.57 -0.37
H -9.72 7.61 -1.09
H -7.74 7.60 -2.50
H -9.08 6.81 -3.35
H -8.06 4.98 -4.59
H -9.12 4.34 -3.31
H -7.46 3.73 -3.49
C 6.56 -9.92 0.38
O 7.58 -9.01 0.74
C 7.37 -8.37 1.98
C 8.20 -8.99 3.09
O 7.82 -10.32 3.36
C 8.68 -11.29 2.80
H 6.89 -10.42 -0.53
H 6.38 -10.66 1.16
H 5.63 -9.39 0.17
H 6.31 -8.42 2.26
H 7.64 -7.32 1.88
H 8.07 -8.40 4.00
H 9.26 -8.94 2.81
H 9.66 -11.27 3.28
H 8.81 -11.14 1.72
H 8.22 -12.26 2.97

M, g mol⁻¹: 734.04
Highest occupied orbital energy, eV: -9.1
Lowest unoccupied orbital energy, Eh: 0.0099
Structure (SMILES): CCCCCCCCCCCCCCN(S(C)(=O)=O)S(=O)(=O)F.COCCOC.COCCOC.COCCOC.COCCOC
E, eV: -83756.8968

Record 3
# C31H72IO7P

5 unconnected molecules or ions with the total composition C31H72IO7P (wB97M-V/def2-TZVPD, the Open Molecules 2025 dataset).

Atoms and positions in Å:
C 7.94 0.50 -0.13
C 6.52 0.64 0.67
C 5.57 -0.72 0.59
C 5.71 -1.62 1.95
C 4.25 -1.94 2.70
C 3.57 -3.36 2.24
C 3.07 -3.43 0.68
C 2.31 -2.08 0.13
C 0.76 -2.34 -0.37
C 0.41 -1.44 -1.74
C 1.12 -2.02 -3.10
C 1.08 -0.91 -4.35
C 2.02 0.34 -3.90
C 1.37 1.83 -4.14
C -0.18 1.99 -3.61
C -0.44 3.40 -2.76
C -0.85 3.00 -1.19
C -2.39 3.54 -0.82
C -3.38 2.24 -1.02
C -3.89 1.76 0.46
C -3.72 0.11 0.67
O -4.81 -0.51 -0.11
C -4.81 -1.97 -0.02
C -3.50 -2.72 -0.67
C -3.96 -3.34 -2.14
C -2.59 -3.87 -2.90
C -2.42 -3.22 -4.43
I -2.62 -6.06 -3.17
O -2.90 -3.71 0.24
C -3.79 -4.84 0.51
P -3.78 -0.21 2.55
O -5.26 0.07 3.07
H 7.83 1.08 -1.16
H 8.75 1.09 0.52
H 8.18 -0.64 -0.25
H 6.69 1.03 1.76
H 5.90 1.49 0.10
H 5.99 -1.36 -0.31
H 4.47 -0.34 0.42
H 6.30 -0.95 2.73
H 6.37 -2.60 1.82
H 4.53 -2.06 3.85
H 3.51 -1.01 2.66
H 2.73 -3.67 3.03
H 4.41 -4.19 2.36
H 2.27 -4.31 0.63
H 3.92 -3.72 -0.09
H 2.27 -1.19 0.88
H 2.90 -1.75 -0.85
H 0.05 -1.88 0.47
H 0.46 -3.47 -0.48
H 0.72 -0.33 -1.48
H -0.76 -1.41 -1.94
H 0.45 -2.93 -3.49
H 2.19 -2.47 -2.93
H 1.48 -1.43 -5.35
H -0.05 -0.65 -4.52
H 2.43 0.23 -2.78
H 2.99 0.30 -4.59
H 2.01 2.60 -3.50
H 1.49 2.18 -5.26
H -0.57 1.04 -3.01
H -0.87 2.07 -4.58
H 0.49 4.11 -2.80
H -1.35 3.97 -3.24
H -0.06 3.49 -0.46
H -0.87 1.84 -1.01
H -2.66 4.47 -1.50
H -2.37 3.95 0.29
H -2.90 1.36 -1.64
H -4.35 2.63 -1.60
H -3.30 2.27 1.33
H -5.05 1.96 0.65
H -2.64 -0.14 0.31
H -4.99 -2.39 1.09
H -5.75 -2.36 -0.64
H -2.63 -1.94 -0.93
H -4.75 -4.20 -2.04
H -4.46 -2.44 -2.74
H -1.60 -3.64 -2.29
H -1.55 -3.80 -4.96
H -2.26 -2.07 -4.35
H -3.44 -3.47 -5.01
H -3.22 -5.53 1.30
H -4.81 -4.57 1.00
H -4.02 -5.53 -0.41
H -2.90 0.66 3.32
H -3.43 -1.61 2.82
C 3.87 2.65 2.66
O 3.17 1.57 2.07
H 4.40 3.20 1.88
H 3.15 3.32 3.14
H 4.58 2.27 3.39
H 2.71 1.10 2.78
C -0.18 4.38 2.80
O 0.46 3.13 2.70
H -0.87 4.37 3.65
H 0.56 5.17 2.95
H -0.75 4.58 1.88
H 1.06 3.17 1.94
C -5.68 5.22 1.24
O -4.32 5.60 1.17
H -6.03 4.97 0.23
H -5.78 4.35 1.89
H -6.27 6.06 1.62
H -4.04 5.82 2.07
C -0.92 0.48 5.80
O 0.11 0.03 4.93
H -0.50 0.62 6.80
H -1.32 1.43 5.43
H -1.71 -0.27 5.84
H -0.29 -0.09 4.05

M, g mol⁻¹: 714.79
Highest occupied orbital energy, eV: -9.4
Lowest unoccupied orbital energy, Eh: 0.0141
Structure (SMILES): CCCCCCCCCCCCCCCCCCCC[C@H](OC[C@H](C[C@H](C)I)OC)[PH2]=O.CO.CO.CO.CO
E, eV: -65021.6466